Record 1
The following is a quantum chemistry calculation of C12H17BN6O2Pd as an isolated structure at a distorted geometry, from the Open Molecules 2025 dataset.

The LUMO energy (spin up / spin down) comes out at -6.59 / -11.19 eV. As for the charge: +2. The value obtained for the electronic energy is -29889.85641 eV. Its expectation value of S² is 6.0253. As for the spin multiplicity: 5. The relative energy (zero: lowest compared OMol25 entry of this formula, charge and spin) is 0.0000 eV. Its largest force on an atom is 0.07725 Eh/bohr.

Geometry (Å):
1 H -0.055 2.384 1.853
2 N 0.359 1.259 0.136
3 B 0.995 0.463 -2.189
4 N 0.888 1.569 -1.099
5 C 1.191 2.884 -1.147
6 Pd -0.673 -1.115 0.720
7 H 1.635 3.295 -2.036
8 C 0.843 3.445 0.083
9 H 0.927 4.468 0.410
10 C 0.326 2.386 0.848
11 H 1.309 0.931 -3.244
12 C -1.654 -2.484 1.728
13 H -2.184 -2.112 2.613
14 H -0.763 -3.056 2.050
15 H -2.251 -3.131 1.070
16 N -0.419 -0.198 -2.199
17 N 2.053 -0.571 -1.668
18 N -1.140 -0.658 -1.088
19 N 1.646 -1.112 -0.484
20 C -1.247 -0.104 -3.260
21 C 3.319 -1.003 -1.869
22 H -0.872 0.221 -4.218
23 H 3.889 -0.626 -2.702
24 C -2.513 -0.504 -2.863
25 C 3.656 -1.896 -0.837
26 C -2.420 -0.794 -1.501
27 C 2.543 -1.967 0.003
28 H -3.395 -0.554 -3.463
29 H 4.596 -2.399 -0.721
30 H -3.188 -1.047 -0.793
31 H 2.299 -2.577 0.870
32 H 0.923 -0.574 0.050
33 C -1.721 0.994 4.151
34 C -1.255 0.421 2.817
35 O -0.125 -0.192 2.779
36 O -2.009 0.520 1.784
37 H -1.186 0.514 4.972
38 H -2.795 0.851 4.268
39 H -1.534 2.070 4.177

Cartesian forces, eV/Å:
H 0.1 0.1 0.0
N 0.1 1.9 1.8
B 0.1 -0.6 -0.3
N 1.0 3.3 -0.7
C 0.0 -3.3 -1.8
Pd -0.5 1.1 2.6
H 0.0 0.3 -0.1
C -0.4 1.1 1.5
H 0.1 0.1 -0.1
C -0.3 -2.0 -0.5
H -0.2 -0.1 0.2
C -1.0 -2.6 1.6
H 0.0 0.0 -0.5
H -0.1 0.0 0.0
H 0.0 0.3 0.2
N 0.1 0.0 0.1
N 0.1 0.3 1.2
N -0.9 1.3 -3.6
N -0.1 -0.2 -0.3
C -0.3 -0.5 0.9
C -0.9 0.0 0.6
H 0.0 0.0 0.0
H 0.0 -0.2 -0.1
C 0.0 0.1 0.3
C -0.4 0.1 -0.2
C 0.8 0.4 -0.7
C 0.9 0.1 -0.3
H -0.2 0.0 -0.2
H 0.0 -0.2 -0.1
H -0.1 -0.2 0.0
H 0.4 0.3 -0.1
H 1.7 -0.3 -0.8
C 0.3 -0.2 -0.6
C -0.9 0.3 1.0
O -1.1 0.3 -1.5
O 1.6 -0.8 0.6
H 0.0 0.1 -0.1
H 0.0 0.0 -0.1
H 0.0 0.0 0.0


Record 2
The following is a quantum chemistry calculation of a 2-piece molecular cluster, C12H17BrN5O3S overall, from the Open Molecules 2025 dataset.

The LUMO energy comes out at -4.82 eV. As for the charge: +1. The value obtained for the electronic energy is -107179.66120 eV. Its largest force on an atom is 0.01912 Eh/bohr.

Geometry (Å):
1 Br -3.228 -0.206 0.110
2 C -2.774 1.163 -1.208
3 C -1.334 1.641 -1.005
4 C -0.353 1.058 -2.035
5 C 0.558 0.007 -1.474
6 C 1.249 0.197 -0.281
7 C 2.061 -0.823 0.168
8 C 2.835 -0.768 1.441
9 C 2.893 0.595 2.118
10 S 1.329 0.902 3.008
11 C 1.311 2.632 2.898
12 N 2.309 3.447 2.901
13 N 1.764 4.720 2.775
14 C 0.492 4.558 2.734
15 O 0.112 3.258 2.773
16 C 2.126 -1.970 -0.655
17 N 1.494 -2.133 -1.774
18 N 0.712 -1.120 -2.148
19 H -3.456 1.972 -0.995
20 H -2.954 0.759 -2.193
21 H -1.044 1.434 0.019
22 H -1.328 2.723 -1.104
23 H -0.935 0.608 -2.838
24 H 0.252 1.823 -2.513
25 H 1.133 1.107 0.275
26 H 3.844 -1.143 1.287
27 H 2.383 -1.472 2.144
28 H 3.690 0.584 2.850
29 H 3.073 1.409 1.425
30 H -0.303 5.273 2.654
31 H 2.753 -2.793 -0.349
32 H 0.212 -1.258 -3.016
33 C -2.639 -3.969 -0.588
34 N -3.422 -4.099 -1.846
35 O -3.184 -3.302 -2.734
36 O -4.237 -4.988 -1.897
37 H -1.966 -3.130 -0.707
38 H -3.338 -3.799 0.225
39 H -2.093 -4.897 -0.442

Cartesian forces, eV/Å:
Br 0.0 -0.1 -0.2
C 0.3 0.1 0.7
C -0.2 0.3 -0.4
C -0.2 -0.6 0.0
C -0.5 0.8 -0.2
C 0.5 -0.8 0.1
C -0.4 0.5 -0.2
C -0.1 0.2 0.3
C 0.0 -0.2 0.2
S -0.2 -0.2 -0.2
C 0.1 0.3 -0.1
N -0.2 -0.3 -0.1
N -0.3 0.1 0.0
C 0.1 0.0 -0.2
O 0.2 -0.3 0.2
C 0.4 -0.3 0.4
N -0.5 0.2 -0.5
N 0.5 -0.3 0.5
H -0.2 0.1 -0.1
H -0.1 -0.1 -0.1
H 0.2 0.0 0.1
H 0.0 0.1 -0.1
H 0.0 0.0 -0.2
H 0.2 0.2 0.1
H -0.1 0.2 0.0
H 0.2 0.0 -0.2
H -0.1 -0.2 0.0
H 0.2 0.1 0.0
H 0.1 0.1 -0.1
H 0.1 0.3 0.0
H 0.1 -0.2 -0.1
H 0.0 -0.2 -0.1
C 0.2 0.1 0.0
N 0.0 0.0 0.1
O 0.1 0.1 -0.1
O 0.0 0.0 0.0
H 0.0 0.0 0.0
H 0.0 -0.1 0.0
H -0.1 -0.1 0.0


Record 3
The following is a quantum chemistry calculation of C12H17CdN3O4P as an isolated structure at a distorted geometry, from the Open Molecules 2025 dataset.

The LUMO energy comes out at -9.01 eV. As for the charge: +1. The value obtained for the electronic energy is -39206.80174 eV. Its largest force on an atom is 0.14568 Eh/bohr.

Geometry (Å):
1 C 1.150 -3.088 1.916
2 C 0.318 -2.138 2.984
3 N -0.092 -2.575 4.224
4 C -0.043 -0.603 2.529
5 C -1.313 -0.676 1.467
6 C -2.616 -0.013 2.202
7 O -3.580 -0.882 2.615
8 O -2.838 1.407 2.510
9 N -0.960 -0.107 0.117
10 C -0.659 1.372 0.145
11 C 0.598 1.762 -0.886
12 C 1.167 0.721 -2.046
13 C 2.373 1.093 -3.108
14 C 3.032 2.596 -2.984
15 C 2.506 3.621 -1.802
16 C 1.298 3.248 -0.733
17 P -2.087 -0.579 -1.175
18 N -1.429 -1.914 -1.891
19 O -3.675 -1.056 -0.649
20 O -2.234 0.628 -2.445
21 H 2.277 -3.075 2.287
22 H 0.706 -4.182 2.047
23 H 1.026 -2.764 0.798
24 H -0.594 -1.787 4.689
25 H -0.290 0.088 3.446
26 H 0.871 -0.120 1.965
27 H -1.538 -1.837 1.303
28 H -0.449 1.821 1.207
29 H -1.597 1.945 -0.283
30 H 0.697 -0.360 -2.148
31 H 2.711 0.305 -3.921
32 H 3.872 2.921 -3.733
33 H 3.034 4.670 -1.739
34 H 0.946 4.003 0.101
35 H -0.534 -2.115 -1.354
36 H -3.789 -2.038 -0.822
37 H -2.327 0.144 -3.335
38 Cd 4.059 -0.437 -3.497

Cartesian forces, eV/Å:
C -0.7 -0.3 1.6
C -1.3 -0.1 3.0
N 1.6 1.9 -5.3
C 0.5 -0.2 -0.6
C -0.2 -1.1 1.2
C -4.7 0.5 2.5
O 5.2 4.9 -2.1
O 1.7 -7.1 -1.9
N -1.8 1.9 0.1
C 0.0 1.7 -1.5
C 2.8 0.9 -1.9
C 1.0 2.2 0.6
C -2.2 3.9 4.0
C -2.4 -0.5 2.8
C -1.1 -3.2 -0.7
C 1.3 -3.2 -3.5
P -0.2 -4.0 -3.0
N 0.4 2.1 2.0
O 2.8 1.0 -1.0
O -0.2 -2.2 2.0
H -2.4 -0.1 -1.1
H 1.1 2.4 -0.3
H 0.3 -0.4 2.3
H 0.5 -0.6 -0.4
H 0.4 -1.5 -1.8
H -1.7 -1.0 1.0
H 0.2 2.7 0.4
H -0.3 -1.2 -1.9
H 2.0 -0.8 1.0
H 0.8 2.5 0.4
H -4.4 3.3 -0.4
H -1.8 -0.5 1.7
H -1.3 -2.4 -0.2
H 0.9 -1.7 -1.9
H -1.5 0.1 -0.8
H 0.6 1.5 0.1
H 0.2 0.5 2.1
Cd 3.7 -2.1 1.5


Record 4
The following is a quantum chemistry calculation of C12H17Cl2NSY as an isolated structure at a distorted geometry, from the Open Molecules 2025 dataset.

The LUMO energy (spin up / spin down) comes out at 2.17 / 2.17 eV. As for the charge: -1. The value obtained for the electronic energy is -51134.09778 eV. The relative energy (zero: lowest compared OMol25 entry of this formula, charge and spin) is 2.2449 eV. Its largest force on an atom is 0.06166 Eh/bohr.

Geometry (Å):
1 Y 2.334 -0.706 -0.794
2 Cl 1.657 -3.155 -0.956
3 Cl 2.875 1.397 0.500
4 C 4.286 -1.557 -0.396
5 H 5.172 -0.991 -0.021
6 H 4.591 -2.593 -0.626
7 C -1.109 0.969 -1.557
8 C 0.092 0.692 -1.958
9 H -1.255 1.521 -0.617
10 C 0.410 -0.322 -3.031
11 H 0.966 1.271 -1.572
12 C -0.774 -0.437 -4.051
13 H 1.347 -0.126 -3.597
14 H 0.513 -1.330 -2.593
15 C -2.113 -0.538 -3.349
16 H -0.767 0.453 -4.703
17 H -0.589 -1.324 -4.669
18 C -2.333 0.597 -2.349
19 H -2.895 -0.478 -4.106
20 H -2.177 -1.521 -2.893
21 H -2.717 1.463 -2.904
22 H -3.116 0.292 -1.650
23 S 0.237 -0.933 1.383
24 C -0.032 -0.116 2.831
25 N -1.269 -0.262 3.465
26 C -1.630 0.396 4.615
27 C -0.733 1.273 5.189
28 C 0.559 1.388 4.650
29 C 0.896 0.699 3.494
30 H -1.935 -0.887 3.027
31 H -2.619 0.182 5.004
32 H -1.037 1.862 6.057
33 H 1.289 2.021 5.150
34 H 1.877 0.797 3.026

Cartesian forces, eV/Å:
Y 1.4 -1.3 0.9
Cl -0.9 -0.5 -0.4
Cl -0.1 1.1 0.3
C 0.5 0.6 -0.3
H -0.4 -0.2 -0.1
H -0.1 0.2 0.1
C -1.9 0.8 0.7
C 3.0 0.1 -0.9
H 0.1 0.2 -0.7
C -0.8 -0.1 -1.2
H -0.9 -0.5 0.3
C 1.1 0.2 0.1
H -0.4 0.1 0.4
H 0.1 0.2 0.1
C 0.1 0.1 -0.3
H 0.1 -0.2 0.1
H -0.2 0.2 0.0
C -0.3 -0.8 0.5
H -0.2 -0.2 0.0
H -0.1 -0.1 0.4
H 0.2 0.1 0.3
H -0.2 0.1 -0.1
S -0.6 -0.1 0.7
C -1.0 -0.9 -0.8
N 0.3 0.5 0.6
C 1.1 0.4 -0.5
C -1.3 -0.4 0.4
C 0.5 -0.5 -1.1
C 0.7 1.2 1.1
H 0.3 0.0 -0.1
H 0.1 0.1 -0.1
H 0.1 -0.4 -0.2
H -0.1 -0.1 -0.2
H -0.3 0.0 0.1


Record 5
The following is a quantum chemistry calculation of a 2-piece molecular cluster, C12H17F7O2P overall at a distorted geometry, from the Open Molecules 2025 dataset.

The LUMO energy comes out at 2.43 eV. As for the charge: -1. The value obtained for the electronic energy is -45132.52087 eV. The relative energy (zero: lowest compared OMol25 entry of this formula, charge and spin) is 0.0000 eV. Its largest force on an atom is 0.02062 Eh/bohr.

Geometry (Å):
1 C -2.330 1.368 -0.902
2 O -1.037 1.836 -0.515
3 C -0.601 1.332 0.709
4 C 0.906 1.499 0.819
5 C 1.678 0.876 -0.346
6 C 2.185 -0.516 -0.067
7 C 1.321 -1.616 0.028
8 C 1.807 -2.897 0.320
9 C 3.177 -3.128 0.522
10 C 3.710 -4.503 0.823
11 C 4.046 -2.029 0.418
12 C 3.560 -0.751 0.130
13 O 1.228 2.903 0.834
14 C 1.330 3.454 2.077
15 F 2.514 3.032 2.718
16 H -2.862 2.160 -1.422
17 H -2.245 0.500 -1.562
18 H -2.921 1.083 -0.029
19 H -0.833 0.259 0.793
20 H -1.094 1.833 1.557
21 H 1.234 1.040 1.760
22 H 2.526 1.537 -0.534
23 H 1.049 0.884 -1.238
24 H 0.257 -1.479 -0.141
25 H 1.111 -3.729 0.387
26 H 2.902 -5.181 1.108
27 H 4.219 -4.930 -0.045
28 H 4.428 -4.476 1.648
29 H 5.112 -2.174 0.565
30 H 4.256 0.079 0.061
31 H 1.377 4.537 1.966
32 H 0.516 3.145 2.747
33 F -7.089 0.294 -3.451
34 P -6.081 0.577 -2.173
35 F -5.433 1.663 -3.240
36 F -7.447 1.071 -1.386
37 F -5.373 1.539 -1.017
38 F -4.588 -0.151 -2.251
39 F -6.513 -0.937 -1.672

Cartesian forces, eV/Å:
C -0.1 -0.1 0.1
O 0.0 0.2 0.0
C 0.1 -0.3 -0.1
C -0.2 0.0 0.1
C 0.1 0.0 -0.1
C 0.4 -0.6 0.2
C 0.5 -0.1 0.0
C 0.4 0.4 0.0
C -0.2 0.6 -0.1
C -0.1 0.0 0.1
C -0.6 0.0 -0.1
C -0.4 -0.4 0.1
O 0.2 0.2 0.2
C -0.1 -0.3 0.0
F -0.2 0.2 -0.1
H 0.1 0.0 0.0
H 0.0 0.1 0.1
H 0.0 0.1 0.0
H 0.0 0.1 0.1
H 0.0 0.0 0.0
H 0.1 0.1 -0.1
H 0.0 -0.1 -0.1
H 0.0 0.1 0.0
H 0.1 0.0 0.0
H 0.1 0.1 0.0
H 0.1 0.0 -0.1
H 0.0 0.0 0.0
H 0.0 0.0 -0.1
H -0.1 0.0 0.0
H -0.1 0.0 0.0
H 0.1 -0.1 0.0
H 0.1 0.1 0.0
F 0.8 -0.6 0.0
P -0.1 0.1 0.0
F -0.7 0.5 0.5
F 0.2 0.7 -0.7
F -0.1 -1.0 0.4
F -0.5 -0.1 -0.9
F 0.3 0.5 0.8


Record 6
The following is a quantum chemistry calculation of a 2-piece molecular cluster, C12H17N overall at a distorted geometry, from the Open Molecules 2025 dataset.

The LUMO energy comes out at 0.89 eV. The value obtained for the electronic energy is -14209.93666 eV. The SMILES is Cc1c[nH]c2ccccc12.CCC. The relative energy (zero: lowest compared OMol25 entry of this formula, charge and spin) is 0.4008 eV. Its largest force on an atom is 0.02617 Eh/bohr.

Geometry (Å):
1 C -0.612 0.178 -3.267
2 C 0.228 1.384 0.176
3 C -0.688 0.781 -0.708
4 C -0.043 0.684 -1.988
5 C 1.173 1.280 -1.846
6 C -0.119 1.807 1.464
7 C -1.294 1.314 1.979
8 C -1.853 0.251 -0.139
9 C -2.130 0.513 1.185
10 N 1.347 1.710 -0.547
11 H 2.209 2.141 -0.270
12 H 0.508 2.537 1.957
13 H 1.972 1.314 -2.570
14 H -1.575 1.491 3.013
15 H -2.591 -0.287 -0.719
16 H 0.006 -0.552 -3.796
17 H -0.818 0.985 -3.973
18 H -3.073 0.168 1.587
19 H -1.578 -0.319 -3.172
20 C 1.098 -3.130 1.407
21 C -0.239 -2.458 1.141
22 C 2.263 -2.267 0.935
23 H 1.266 -3.291 2.475
24 H 1.140 -4.105 0.919
25 H -1.023 -2.788 1.821
26 H -0.585 -2.689 0.126
27 H 2.366 -1.368 1.534
28 H 3.213 -2.810 0.946
29 H -0.206 -1.374 1.199
30 H 2.183 -1.935 -0.104

Cartesian forces, eV/Å:
C -0.5 -0.3 -0.7
C -0.1 1.3 -0.1
C 0.5 -1.1 0.5
C -0.1 0.3 -0.2
C -0.1 -0.5 0.1
C 0.2 -0.3 -0.2
C 0.0 -0.2 0.2
C -0.5 0.5 -0.1
C -0.3 0.1 -0.1
N 0.3 -0.2 -0.9
H -0.2 0.1 0.5
H 0.1 -0.2 0.4
H 0.0 0.3 0.1
H 0.0 0.3 -0.2
H 0.1 -0.1 -0.2
H 0.3 0.1 0.2
H 0.2 0.1 0.0
H 0.1 -0.1 0.1
H 0.0 0.0 0.5
C 0.4 0.4 0.1
C -0.4 -0.2 -0.3
C 0.5 -0.2 -0.7
H -0.2 -0.1 0.0
H 0.0 0.0 0.1
H 0.0 -0.1 0.0
H 0.1 0.1 0.1
H 0.0 0.1 0.2
H 0.0 0.0 0.3
H 0.2 0.1 0.2
H -0.4 0.0 0.0


Record 7
The following is a quantum chemistry calculation of a 2-piece molecular cluster, C12H17N overall at a distorted geometry, from the Open Molecules 2025 dataset.

The LUMO energy comes out at 0.94 eV. The value obtained for the electronic energy is -14207.85408 eV. The SMILES is Cc1c[nH]c2ccccc12.CCC. The relative energy (zero: lowest compared OMol25 entry of this formula, charge and spin) is 2.4834 eV. Its largest force on an atom is 0.11594 Eh/bohr.

Geometry (Å):
1 C -0.625 1.843 0.015
2 C -1.830 -1.338 -1.505
3 C -0.827 -0.294 -1.360
4 C -1.356 0.632 -0.435
5 C -2.548 0.159 0.013
6 C -0.530 -2.421 -3.092
7 C -1.570 -2.455 -2.188
8 C 0.316 -1.381 -3.089
9 C 0.221 -0.233 -2.191
10 N -2.905 -1.080 -0.637
11 H -0.407 -3.256 -3.722
12 H -2.146 -3.388 -2.201
13 H 1.202 -1.260 -3.839
14 H 0.881 0.530 -2.071
15 H -3.421 -1.781 -0.178
16 H -3.299 0.363 0.785
17 H 0.322 1.638 0.422
18 H -1.226 2.320 0.821
19 H -0.671 2.646 -0.771
20 C 2.421 0.904 2.356
21 C 1.921 -0.017 1.262
22 C 1.299 1.664 3.070
23 H 2.915 0.210 3.282
24 H 3.355 1.501 2.166
25 H 2.625 -0.922 1.227
26 H 1.520 1.964 4.150
27 H 0.861 2.483 2.489
28 H 0.651 0.785 3.360
29 H 0.955 -0.321 1.492
30 H 1.896 0.506 0.369

Cartesian forces, eV/Å:
C -2.8 1.9 -0.2
C -0.1 0.8 2.6
C -3.3 -0.9 -0.3
C -0.5 0.4 1.5
C -1.3 -2.2 0.1
C -0.1 -0.4 0.6
C -0.8 -2.1 -1.5
C 4.1 4.2 -1.1
C -1.0 -4.5 -1.9
N 2.6 2.7 -0.9
H 0.4 -0.7 -0.8
H -0.3 0.7 0.3
H -1.8 -0.8 1.3
H 2.1 1.9 -0.3
H -0.6 -0.7 0.4
H 0.8 0.9 -0.2
H 1.2 0.0 0.0
H 0.4 -0.3 -0.2
H 0.7 -0.8 0.4
C 2.7 -1.1 3.9
C 3.3 -1.1 1.4
C 0.0 -1.4 2.0
H -1.4 1.4 -2.4
H -1.1 -0.3 -0.6
H -1.2 1.3 -0.4
H 0.4 0.3 -1.7
H -0.3 -0.4 0.3
H -0.5 1.3 -0.9
H -1.8 -0.8 0.4
H 0.1 0.6 -2.0


Record 8
The following is a quantum chemistry calculation of a 2-piece molecular cluster, C12H17N overall at a distorted geometry, from the Open Molecules 2025 dataset.

The LUMO energy comes out at 0.99 eV. The value obtained for the electronic energy is -14207.20468 eV. The SMILES is Cc1c[nH]c2ccccc12.CCC. The relative energy (zero: lowest compared OMol25 entry of this formula, charge and spin) is 3.1328 eV. Its largest force on an atom is 0.18253 Eh/bohr.

Geometry (Å):
1 C -2.049 1.166 -0.034
2 C 1.704 1.483 0.411
3 C 0.608 1.530 -0.537
4 C -0.631 1.462 0.272
5 C -0.183 1.345 1.609
6 C 3.303 1.718 -1.230
7 C 3.070 1.531 0.124
8 C 2.353 1.827 -2.215
9 C 0.939 1.842 -1.726
10 N 1.250 1.293 1.730
11 H 4.414 1.803 -1.539
12 H 3.793 1.348 0.888
13 H 2.644 2.127 -3.241
14 H 0.217 2.180 -2.483
15 H 1.595 1.811 2.530
16 H -0.648 1.139 2.577
17 H -1.992 0.095 -0.024
18 H -2.298 1.436 -1.115
19 H -2.757 1.554 0.668
20 C -1.349 -2.836 -0.233
21 C -2.770 -2.720 0.572
22 C 0.011 -2.258 0.477
23 H -1.209 -3.921 -0.290
24 H -1.738 -2.504 -1.191
25 H -3.333 -2.094 -0.123
26 H -0.125 -2.050 1.526
27 H 0.852 -2.983 0.618
28 H -2.640 -2.175 1.546
29 H -3.369 -3.660 0.673
30 H 0.337 -1.487 -0.240

Cartesian forces, eV/Å:
C 0.7 0.0 -2.9
C 1.2 -0.7 1.7
C -0.6 -0.5 7.4
C 2.0 0.1 3.8
C 0.9 -0.2 -1.4
C 3.9 0.0 -1.2
C -2.7 0.0 -1.0
C -2.6 1.0 1.4
C 3.2 1.4 -8.7
N -2.6 0.4 -1.6
H -1.8 -0.2 0.4
H 0.5 0.2 0.2
H -0.5 -0.4 0.8
H 0.0 -0.6 0.3
H 0.5 -0.2 -0.4
H -0.6 0.3 -0.7
H -1.0 -0.8 0.0
H 0.0 -0.1 1.5
H -0.3 0.2 0.3
C -0.7 -1.8 2.7
C 1.1 0.7 -0.2
C -1.0 -1.1 -1.9
H 0.1 0.2 -0.4
H 1.5 0.4 -0.4
H -0.5 0.2 0.6
H -0.6 1.2 0.1
H -0.8 0.0 -1.1
H -0.3 -0.7 -0.8
H 0.9 0.6 0.1
H 0.3 0.3 1.2